Model a:
DFT (the ωB97M-V functional and the def2-TZVPD basis) results for a 2-piece molecular cluster, C7H16N overall.

```
24
C7H16N, DFT the ωB97M-V functional and the def2-TZVPD basis
C 3.278 -1.884 -0.100
C 2.542 -1.234 -0.991
C 1.167 -1.609 -1.318
C 0.462 -1.063 -2.309
H 2.881 -2.756 0.408
H 4.289 -1.572 0.121
H 2.940 -0.376 -1.522
H 0.748 -2.416 -0.718
H -0.558 -1.362 -2.521
H 0.917 -0.342 -2.980
C -1.037 0.149 1.937
C -1.817 1.011 0.951
C -1.386 2.469 1.046
N -1.417 0.538 -0.441
H -1.300 -0.904 1.855
H 0.034 0.247 1.738
H -1.198 0.494 2.957
H -2.890 0.857 1.023
H -0.341 2.547 0.745
H -1.465 2.799 2.078
H -1.980 3.103 0.390
H -1.631 -0.440 -0.639
H -1.839 1.161 -1.132
H -0.400 0.584 -0.579
```

Results
LUMO level (eV): -3.2
HOMO level (eV): -12.47
Charge: +1
HOMO-LUMO gap (eV): 9.267
Multiplicity: 1


Model b:
DFT (the ωB97M-V functional and the def2-TZVPD basis) results for a 2-piece molecular cluster, C7H16N overall.

```
24
C7H16N, DFT the ωB97M-V functional and the def2-TZVPD basis
C -1.674 -0.001 -1.318
C -0.582 0.619 -1.774
C -0.023 1.961 -1.341
C -2.098 -1.338 -1.886
H -2.259 0.380 -0.478
H -0.061 0.118 -2.584
H 1.030 1.826 -1.104
H -0.080 2.743 -2.094
H -0.519 2.275 -0.419
H -1.459 -1.579 -2.738
H -3.153 -1.345 -2.178
H -2.052 -2.087 -1.080
C 1.801 -1.469 1.920
C 1.254 -0.125 1.586
C 1.810 1.078 1.609
N -0.205 -0.167 1.220
H 2.715 -1.362 2.492
H 1.156 -2.040 2.613
H 1.944 -2.071 1.025
H 1.251 1.964 1.345
H 2.869 1.162 1.804
H -0.772 -0.421 2.034
H -0.372 -0.855 0.481
H -0.522 0.733 0.864
```

Results
LUMO level (eV): -3.3
HOMO level (eV): -13.17
Charge: +1
HOMO-LUMO gap (eV): 9.919
Multiplicity: 1


Energies relative to the minimum, kJ/mol: model a 0.0; model b 32.0


Model a:
DFT (the ωB97M-V functional and the def2-TZVPD basis) results for an isolated ion of composition C5H9O and charge +1.

```
15
C5H9O, DFT the ωB97M-V functional and the def2-TZVPD basis
C -1.031 -1.231 0.108
C 0.310 -1.054 0.164
C -1.948 -0.049 0.015
C -1.338 1.204 0.297
C 2.415 0.274 0.131
O 0.931 0.158 0.170
H -1.600 -2.173 0.140
H 0.805 -1.984 -0.092
H -2.626 -0.122 -0.862
H -2.673 -0.211 0.783
H -1.931 2.072 -0.076
H -0.393 1.426 0.869
H 2.674 -0.132 1.051
H 2.882 -0.218 -0.720
H 2.650 1.360 0.091
```

Results
LUMO level (spin up / spin down) (eV): -6.8 / -6.8
HOMO level (spin up / spin down) (eV): -13.59 / -13.59
Charge: +1
HOMO-LUMO gap (spin up / spin down) (eV): 6.810 / 6.810
Multiplicity: 1


Model b:
DFT (the ωB97M-V functional and the def2-TZVPD basis) results for a 2-piece molecular cluster, C5H9O overall.

```
15
C5H9O, DFT the ωB97M-V functional and the def2-TZVPD basis
C -1.590 0.107 0.051
C 1.432 1.319 -0.517
C -2.861 0.279 0.259
C 1.265 -1.374 -0.088
C 0.589 -0.282 0.736
O 0.862 1.024 0.625
H -0.945 0.408 -0.861
H 1.676 2.391 -0.595
H 1.718 0.659 -1.363
H -3.345 -0.137 1.169
H -3.301 0.679 -0.545
H 2.228 -1.425 0.256
H 1.254 -1.075 -1.090
H 0.581 -2.151 0.090
H 0.437 -0.424 1.872
```

Results
LUMO level (spin up / spin down) (eV): -6.4 / -6.0
HOMO level (spin up / spin down) (eV): -13.90 / -13.98
Charge: +1
HOMO-LUMO gap (spin up / spin down) (eV): 7.452 / 7.958
Multiplicity: 1


Energies relative to the minimum, kJ/mol: model a 0.0; model b 264.8


Model a:
DFT (the ωB97M-V functional and the def2-TZVPD basis) results for an isolated ion of composition C9H19BN2OP and charge +1.

```
33
C9H19BN2OP, DFT the ωB97M-V functional and the def2-TZVPD basis
C -4.028 0.101 0.607
P -2.807 -0.272 -0.457
C -1.225 0.439 0.271
C -1.054 0.408 1.816
C -0.912 1.758 -0.330
O 0.438 2.268 -0.320
B 1.558 1.468 -0.356
C 2.937 2.068 -0.399
N 1.330 -0.023 -0.159
C 2.128 -1.161 0.298
C 1.223 -2.446 0.115
C -0.237 -1.882 0.122
C -0.183 -0.484 -0.349
N -0.361 -0.559 -1.896
H -5.067 -0.065 0.565
H -3.893 0.785 1.469
H -0.012 0.304 2.096
H -1.669 -0.529 2.142
H -1.440 1.346 2.424
H -1.172 1.848 -1.472
H -1.582 2.515 0.164
H 3.711 1.546 -0.009
H 3.042 2.999 0.054
H 3.271 2.299 -1.465
H 2.310 -1.128 1.439
H 3.026 -1.156 -0.355
H 1.468 -3.172 0.876
H 1.468 -2.845 -0.850
H -0.853 -2.582 -0.335
H -0.529 -1.947 1.217
H -0.477 0.407 -2.310
H -0.939 -1.313 -2.261
H 0.533 -0.998 -2.352
```

Results
LUMO level (eV): -3.5
HOMO level (eV): -12.91
SMILES: C=P[C@]1(C)COB(C)N2CCC[C@]21[NH3+]
Charge: +1
HOMO-LUMO gap (eV): 9.456
Multiplicity: 1


Model b:
DFT (the ωB97M-V functional and the def2-TZVPD basis) results for an isolated ion of composition C9H19BN2OP and charge +1.

```
33
C9H19BN2OP, DFT the ωB97M-V functional and the def2-TZVPD basis
C 4.014 -0.699 -0.153
P 2.853 0.492 -0.363
C 1.227 -0.295 0.240
C 1.057 -0.630 1.743
C 1.018 -1.682 -0.524
O -0.295 -2.161 -0.469
B -1.376 -1.382 -0.318
C -2.884 -1.910 -0.025
N -1.143 0.082 -0.173
C -2.131 1.127 0.012
C -1.355 2.421 0.151
C -0.013 1.974 0.552
C 0.135 0.646 -0.242
N 0.366 0.849 -1.761
H 4.924 -0.254 -0.245
H 3.767 -1.622 0.311
H 1.417 0.250 2.473
H 1.765 -1.442 1.975
H -0.008 -0.921 1.998
H 1.267 -1.515 -1.638
H 1.615 -2.412 0.023
H -2.972 -1.671 1.036
H -2.878 -3.030 -0.260
H -3.663 -1.431 -0.570
H -2.797 1.016 0.940
H -2.947 1.082 -0.842
H -1.692 3.203 0.842
H -1.299 3.075 -0.754
H 0.838 2.709 0.397
H -0.111 1.613 1.621
H 0.736 -0.015 -1.914
H 1.177 1.543 -1.952
H -0.610 0.988 -2.110
```

Results
LUMO level (eV): -3.9
HOMO level (eV): -13.21
SMILES: C=P[C@]1(C)COB(C)N2CCC[C@]21[NH3+]
Charge: +1
HOMO-LUMO gap (eV): 9.351
Multiplicity: 1


Energies relative to the minimum, kJ/mol: model a 44.6; model b 0.0


Model a:
DFT (the ωB97M-V functional and the def2-TZVPD basis) results for an isolated molecule of C6H12O2.

```
20
C6H12O2, DFT the ωB97M-V functional and the def2-TZVPD basis
C -1.076 1.567 -0.974
C -0.406 0.505 -1.535
O -1.074 -0.488 -2.214
C 0.848 0.077 -0.982
C 0.523 -0.751 0.616
C 1.832 -0.694 1.381
C -0.622 -0.143 1.301
O -1.865 -0.775 1.078
H -0.514 2.456 -0.715
H -2.073 1.810 -1.334
H -1.922 -0.155 -2.531
H 1.379 -0.653 -1.583
H 1.479 0.908 -0.694
H 0.301 -1.751 0.245
H 2.053 0.329 1.690
H 1.783 -1.318 2.276
H 2.664 -1.047 0.768
H -0.798 0.958 0.703
H -0.510 -0.048 2.382
H -2.002 -0.786 0.121
```

Results
LUMO level (eV): 0.8
HOMO level (eV): -8.49
SMILES: C=C(O)C[C@@H](C)CO
HOMO-LUMO gap (eV): 9.248
Multiplicity: 1


Model b:
DFT (the ωB97M-V functional and the def2-TZVPD basis) results for an isolated molecule of C6H12O2.

```
20
C6H12O2, DFT the ωB97M-V functional and the def2-TZVPD basis
C -1.138 -1.371 2.470
C -0.595 -1.726 1.025
C 0.222 -0.633 0.351
C 1.497 -1.248 -0.208
C -0.605 0.072 -0.781
C -0.042 1.482 -0.844
O 0.161 2.374 -0.082
O 0.383 1.573 -2.170
H -0.650 -0.458 2.770
H -2.248 -1.387 2.419
H -1.081 -2.191 3.170
H -1.499 -1.979 0.468
H -0.053 -2.677 1.003
H 0.588 0.186 0.982
H 2.380 -1.376 0.428
H 1.297 -2.147 -0.793
H 1.953 -0.641 -1.076
H -0.575 -0.493 -1.722
H -1.617 0.102 -0.374
H 1.042 2.277 -2.266
```

Results
LUMO level (eV): 0.8
HOMO level (eV): -10.61
SMILES: CC[C@@H](C)CC(=O)O
HOMO-LUMO gap (eV): 11.429
Multiplicity: 1


Model c:
DFT (the ωB97M-V functional and the def2-TZVPD basis) results for an isolated molecule of C6H12O2.

```
20
C6H12O2, DFT the ωB97M-V functional and the def2-TZVPD basis
C -0.983 1.874 2.776
C -0.141 0.615 2.493
C -0.488 -0.152 1.200
C -0.506 0.717 -0.079
C 0.642 0.449 -1.081
C 0.582 -0.922 -1.685
O 0.459 -1.972 -1.120
O 0.671 -0.834 -3.036
H -1.692 1.696 3.580
H -1.640 2.145 1.944
H -0.360 2.735 2.995
H -0.228 -0.090 3.318
H 0.918 0.895 2.422
H 0.276 -0.930 1.121
H -1.485 -0.596 1.301
H -1.434 0.536 -0.631
H -0.470 1.774 0.157
H 1.617 0.631 -0.646
H 0.548 1.182 -1.888
H 0.702 -1.716 -3.435
```

Results
LUMO level (eV): 0.8
HOMO level (eV): -10.36
SMILES: CCCCCC(=O)O
HOMO-LUMO gap (eV): 11.167
Multiplicity: 1


Energies relative to the minimum, kJ/mol: model a 261.0; model b 82.3; model c 0.0